# 1
{
  "formula": "C34H30F3N2OsS2Sb",
  "method": "ωB97M-V with the def2-TZVPD basis set",
  "multiplicity": 1,
  "e_tot_ev": -77538.6888,
  "relative_energy_kj_mol": 18.53,
  "gap_ev": 6.15,
  "total_charge": 2,
  "species": ["Os", "C", "N", "C", "C", "N", "C", "C", "C", "C", "C", "C", "C", "S", "C", "C", "C", "C", "C", "C", "S", "H", "H", "H", "H", "H", "H", "H", "H", "H", "H", "H", "H", "H", "H", "H", "H", "H", "H", "F", "C", "C", "C", "C", "C", "C", "Sb", "C", "C", "C", "C", "F", "C", "C", "C", "C", "C", "C", "F", "C", "C", "H", "H", "H", "H", "H", "H", "H", "H", "H", "H", "H", "H"],
  "coordinates": [[-0.585, -0.153, -1.405], [-0.815, 0.993, -4.060], [-0.279, 1.457, -2.710], [1.195, 1.687, -2.834], [1.922, 0.360, -2.796], [1.648, -0.375, -1.514], [2.413, 0.274, -0.414], [2.075, -1.777, -1.668], [3.394, -2.178, -1.566], [3.723, -3.514, -1.780], [2.749, -4.444, -2.108], [1.425, -4.044, -2.212], [1.104, -2.715, -1.974], [-0.567, -2.165, -2.021], [-1.065, 2.663, -2.385], [-0.693, 3.927, -2.790], [-1.550, 4.995, -2.530], [-2.763, 4.773, -1.897], [-3.128, 3.490, -1.501], [-2.271, 2.428, -1.747], [-2.645, 0.799, -1.103], [-0.658, 1.801, -4.775], [-1.876, 0.787, -3.964], [-0.294, 0.099, -4.390], [1.499, 2.338, -2.015], [1.417, 2.200, -3.770], [2.997, 0.519, -2.905], [1.606, -0.285, -3.614], [3.459, 0.402, -0.693], [2.362, -0.347, 0.477], [1.990, 1.248, -0.194], [4.183, -1.475, -1.333], [4.757, -3.823, -1.698], [3.019, -5.477, -2.280], [0.648, -4.755, -2.463], [0.244, 4.104, -3.304], [-1.264, 5.994, -2.828], [-3.432, 5.601, -1.703], [-4.069, 3.320, -0.992], [1.247, 4.668, 4.074], [0.873, 3.554, 3.452], [0.939, 2.355, 4.138], [0.545, 1.195, 3.488], [0.112, 1.254, 2.163], [0.035, 2.480, 1.501], [0.420, 3.644, 2.147], [-0.627, -0.466, 1.229], [-2.524, -0.710, 2.066], [-3.242, 0.434, 2.410], [-4.505, 0.310, 2.962], [-5.022, -0.960, 3.153], [-6.237, -1.079, 3.682], [-4.326, -2.107, 2.823], [-3.061, -1.978, 2.273], [0.567, -2.133, 1.715], [0.178, -3.399, 1.280], [0.984, -4.499, 1.524], [2.184, -4.306, 2.188], [2.974, -5.356, 2.396], [2.592, -3.064, 2.636], [1.772, -1.971, 2.397], [1.282, 2.343, 5.164], [0.565, 0.259, 4.032], [-0.343, 2.543, 0.484], [0.365, 4.612, 1.666], [-2.823, 1.423, 2.264], [-5.089, 1.174, 3.251], [-4.772, -3.076, 3.005], [-2.504, -2.873, 2.028], [-0.751, -3.547, 0.741], [0.701, -5.495, 1.211], [3.530, -2.966, 3.166], [2.087, -0.999, 2.758]],
  "atomic_forces_ev_per_a": [[-0.32, 0.40, 0.61], [0.11, 0.02, 0.18], [0.15, 0.19, -0.50], [-0.16, 0.03, 0.13], [0.08, -0.06, 0.06], [-0.16, -0.04, -0.06], [-0.10, 0.01, 0.04], [0.14, 0.18, 0.04], [0.08, 0.03, -0.01], [0.03, 0.05, 0.02], [-0.09, -0.02, -0.03], [0.06, -0.09, 0.00], [-0.18, -0.11, 0.07], [-0.04, -0.56, -0.32], [0.11, -0.25, -0.03], [-0.02, 0.17, -0.08], [-0.01, -0.05, 0.01], [0.03, -0.03, 0.00], [0.00, 0.01, -0.04], [-0.27, -0.04, 0.10], [0.62, 0.18, 0.25], [0.00, 0.01, -0.01], [-0.02, 0.01, 0.00], [0.00, -0.01, 0.00], [0.02, 0.01, 0.03], [0.02, 0.01, -0.03], [0.02, 0.02, 0.00], [0.00, -0.03, -0.03], [0.00, 0.01, -0.01], [-0.02, 0.00, -0.05], [-0.05, 0.06, 0.01], [-0.01, -0.01, -0.01], [-0.01, 0.01, 0.00], [-0.01, 0.02, 0.00], [0.00, 0.01, 0.01], [-0.01, 0.00, 0.01], [0.00, -0.02, 0.01], [0.01, 0.00, -0.01], [0.02, -0.01, -0.02], [0.00, -0.01, -0.01], [0.00, 0.07, -0.03], [-0.01, -0.12, 0.03], [0.02, 0.10, -0.01], [-0.04, -0.02, -0.03], [0.07, 0.01, 0.04], [-0.02, -0.02, -0.05], [-0.03, -0.11, -0.24], [0.05, -0.07, -0.09], [-0.08, -0.06, 0.05], [0.05, 0.06, -0.01], [-0.07, 0.04, 0.03], [0.02, 0.00, -0.01], [0.07, -0.09, -0.02], [-0.09, 0.02, 0.04], [0.01, 0.17, -0.02], [0.06, -0.02, 0.01], [-0.06, 0.00, -0.03], [0.00, -0.06, -0.02], [-0.01, 0.00, 0.01], [0.00, 0.10, 0.02], [0.02, -0.07, 0.05], [-0.01, 0.00, -0.01], [-0.01, 0.00, 0.00], [0.01, 0.00, 0.00], [0.00, -0.02, 0.01], [0.00, -0.01, -0.01], [0.01, -0.01, 0.00], [0.01, 0.01, 0.00], [-0.01, 0.00, 0.01], [0.02, 0.01, -0.01], [0.01, 0.01, 0.00], [-0.01, 0.00, 0.00], [0.00, 0.00, -0.03]]
}

***

# 2
{
  "formula": "C34H30GeN6O7RbS",
  "method": "ωB97M-V with the def2-TZVPD basis set",
  "multiplicity": 2,
  "e_tot_ev": -127021.6744,
  "relative_energy_kj_mol": 200.17,
  "s_squared": 0.754,
  "gap_ev": [6.03, 5.50],
  "total_charge": -2,
  "species": ["Rb", "C", "C", "N", "C", "S", "N", "N", "C", "C", "C", "C", "C", "C", "C", "N", "H", "H", "H", "H", "H", "H", "H", "H", "H", "H", "H", "H", "H", "O", "C", "O", "C", "C", "C", "C", "C", "C", "O", "N", "O", "O", "N", "O", "O", "H", "H", "C", "Ge", "C", "C", "C", "C", "C", "C", "C", "C", "C", "C", "C", "C", "C", "C", "C", "C", "H", "H", "H", "H", "H", "H", "H", "H", "H", "H", "H", "H", "H", "H", "H"],
  "coordinates": [[0.085, 2.512, -1.085], [1.344, 6.891, 4.553], [0.087, 6.308, 3.917], [0.125, 6.292, 2.470], [0.859, 5.352, 1.769], [1.247, 5.727, 0.150], [1.252, 4.312, 2.508], [1.734, 3.270, 1.762], [2.669, 2.599, 2.329], [3.283, 2.984, 3.644], [3.122, 1.363, 1.639], [3.918, 0.425, 2.311], [4.327, -0.726, 1.662], [3.952, -0.925, 0.343], [3.153, 0.050, -0.241], [2.738, 1.148, 0.373], [1.300, 6.823, 5.644], [1.475, 7.943, 4.284], [2.220, 6.341, 4.207], [-0.798, 6.873, 4.225], [-0.046, 5.280, 4.249], [0.147, 7.183, 1.999], [3.244, 4.067, 3.743], [4.319, 2.652, 3.723], [2.728, 2.572, 4.494], [4.191, 0.593, 3.342], [4.929, -1.460, 2.184], [4.248, -1.805, -0.212], [2.827, -0.056, -1.272], [-0.775, 3.312, -3.559], [-1.225, 2.156, -3.470], [-0.558, 1.088, -3.376], [-2.727, 1.998, -3.317], [-3.552, 1.838, -4.380], [-4.938, 1.622, -4.177], [-5.461, 1.523, -2.911], [-4.621, 1.653, -1.817], [-3.220, 1.985, -1.936], [-2.449, 2.255, -0.994], [-5.236, 1.427, -0.517], [-6.458, 1.539, -0.422], [-4.520, 1.183, 0.437], [-5.812, 1.459, -5.310], [-5.336, 1.589, -6.433], [-7.019, 1.328, -5.120], [-3.164, 1.858, -5.388], [-6.510, 1.324, -2.762], [-1.620, -0.871, -1.005], [0.017, -1.797, -0.525], [0.669, -2.718, -2.135], [1.983, -2.706, -2.596], [2.344, -3.370, -3.762], [1.388, -4.060, -4.492], [0.073, -4.079, -4.052], [-0.281, -3.412, -2.887], [-0.433, -3.178, 0.797], [-1.665, -3.091, 1.396], [-2.099, -4.048, 2.347], [-1.286, -5.081, 2.701], [0.010, -5.200, 2.134], [0.881, -6.254, 2.514], [2.137, -6.348, 1.992], [2.585, -5.383, 1.062], [1.762, -4.365, 0.676], [0.444, -4.242, 1.190], [-2.387, -1.638, -1.143], [-1.434, -0.346, -1.947], [-1.967, -0.146, -0.270], [2.750, -2.174, -2.044], [3.372, -3.337, -4.104], [1.663, -4.568, -5.408], [-0.685, -4.603, -4.623], [-1.317, -3.431, -2.567], [-2.338, -2.284, 1.135], [-3.083, -3.948, 2.788], [-1.610, -5.820, 3.425], [0.528, -6.984, 3.235], [2.794, -7.156, 2.292], [3.586, -5.449, 0.654], [2.117, -3.633, -0.036]],
  "atomic_forces_ev_per_a": [[1.45, 0.51, 1.02], [0.07, 0.02, 0.04], [-0.09, -0.05, -0.08], [0.09, 0.15, -0.04], [0.28, -0.38, 0.55], [-0.09, -0.10, -0.06], [-0.13, 0.14, -0.85], [0.00, 0.39, 0.39], [-0.04, -0.41, -0.24], [0.07, 0.05, 0.09], [-0.05, 0.04, 0.16], [0.01, -0.01, 0.02], [0.01, -0.01, 0.01], [-0.02, 0.05, 0.03], [-0.02, -0.01, -0.09], [0.00, 0.09, -0.05], [0.00, 0.01, 0.00], [-0.02, 0.00, -0.01], [-0.02, -0.02, 0.00], [0.02, 0.03, 0.02], [-0.02, 0.00, 0.01], [-0.12, 0.01, 0.05], [0.00, -0.02, -0.01], [-0.01, 0.02, -0.02], [-0.03, -0.03, -0.03], [0.01, -0.03, -0.01], [0.00, 0.00, 0.00], [0.02, 0.00, 0.01], [-0.01, -0.01, -0.01], [-0.08, 0.07, -0.28], [-0.08, -0.18, -0.33], [-0.14, 0.02, -0.11], [-0.23, -0.09, -0.05], [0.05, -0.05, 0.09], [-0.13, -0.25, -0.30], [0.10, -0.09, 0.07], [-0.31, -0.22, 0.21], [0.22, 0.05, -0.11], [-0.89, -0.22, -0.05], [0.27, 0.69, -0.13], [-0.07, -0.19, -0.01], [-0.05, -0.26, -0.01], [0.04, 1.12, 0.23], [0.03, -0.38, -0.07], [-0.03, -0.40, -0.02], [-0.01, 0.01, 0.00], [0.00, -0.01, 0.00], [-0.03, 0.03, -0.06], [0.09, 0.10, 0.05], [-0.01, -0.12, -0.19], [0.01, -0.03, 0.02], [-0.01, 0.01, 0.03], [0.00, 0.00, -0.03], [-0.02, 0.01, 0.02], [0.07, -0.02, -0.04], [0.08, -0.11, 0.18], [-0.07, -0.13, 0.08], [0.01, 0.15, -0.08], [0.07, -0.07, 0.01], [-0.06, -0.09, 0.12], [-0.05, 0.04, 0.00], [0.07, 0.05, -0.07], [-0.01, -0.07, 0.06], [-0.08, 0.03, 0.00], [0.06, 0.12, -0.09], [-0.08, 0.07, -0.05], [-0.05, -0.01, -0.01], [0.00, -0.04, 0.04], [-0.03, 0.03, 0.01], [0.00, 0.00, 0.00], [0.01, 0.00, 0.00], [0.00, 0.00, 0.00], [-0.01, 0.02, 0.00], [-0.01, 0.01, 0.00], [0.00, 0.00, 0.00], [0.00, 0.00, 0.00], [-0.01, 0.01, 0.00], [0.00, 0.00, 0.00], [0.00, -0.01, 0.00], [-0.02, 0.01, 0.01]]
}

***

# 3
{
  "formula": "C34H30N4O4S2V",
  "method": "ωB97M-V with the def2-TZVPD basis set",
  "multiplicity": 4,
  "e_tot_ev": -97253.0588,
  "relative_energy_kj_mol": 53.00,
  "s_squared": 3.769,
  "gap_ev": [6.78, 7.84],
  "species": ["V", "C", "O", "C", "C", "C", "C", "C", "C", "N", "N", "C", "O", "C", "C", "C", "C", "C", "C", "C", "O", "H", "H", "H", "H", "H", "H", "H", "H", "H", "H", "H", "H", "O", "S", "C", "C", "C", "C", "C", "C", "C", "C", "C", "C", "C", "C", "H", "H", "H", "H", "H", "H", "H", "H", "H", "H", "N", "C", "S", "N", "C", "C", "C", "C", "C", "C", "H", "H", "H", "H", "H", "H", "H", "H"],
  "coordinates": [[-0.277, 0.210, 1.981], [-3.051, 3.531, 2.542], [-3.787, 2.651, 1.694], [-3.476, 1.335, 1.541], [-4.269, 0.655, 0.629], [-4.137, -0.711, 0.394], [-3.214, -1.451, 1.105], [-2.412, -0.803, 2.038], [-1.345, -1.435, 2.856], [-0.281, -1.822, 2.212], [0.827, -2.251, 2.909], [1.675, -1.284, 3.097], [1.462, -0.056, 2.700], [2.934, -1.581, 3.822], [3.249, -2.879, 4.218], [4.398, -3.118, 4.953], [5.242, -2.068, 5.292], [4.944, -0.778, 4.880], [3.793, -0.534, 4.146], [-2.480, 0.608, 2.249], [-1.569, 1.133, 3.049], [-3.675, 4.418, 2.639], [-2.103, 3.818, 2.090], [-2.861, 3.104, 3.522], [-5.016, 1.231, 0.095], [-4.777, -1.193, -0.334], [-3.115, -2.520, 0.964], [-1.444, -1.502, 3.939], [2.576, -3.682, 3.949], [4.634, -4.126, 5.271], [6.128, -2.261, 5.884], [5.604, 0.041, 5.137], [3.535, 0.466, 3.829], [0.931, -0.503, 0.058], [-0.303, -1.077, -0.565], [0.133, -2.786, -0.931], [1.329, -3.265, -0.428], [1.657, -4.599, -0.624], [0.781, -5.435, -1.302], [-0.420, -4.941, -1.797], [-0.754, -3.610, -1.607], [-0.210, -0.455, -2.264], [-1.359, 0.056, -2.845], [-1.292, 0.605, -4.119], [-0.079, 0.641, -4.790], [1.072, 0.142, -4.191], [1.011, -0.405, -2.919], [1.975, -2.596, 0.125], [2.594, -4.983, -0.242], [1.025, -6.481, -1.435], [-1.098, -5.593, -2.331], [-1.691, -3.217, -1.984], [-2.296, 0.025, -2.299], [-2.185, 0.998, -4.586], [-0.030, 1.056, -5.789], [2.014, 0.161, -4.726], [1.892, -0.805, -2.429], [2.270, 2.020, -0.012], [1.035, 2.390, -0.394], [-0.234, 2.257, 0.700], [0.945, 2.901, -1.641], [-0.122, 3.394, -2.425], [-1.425, 3.628, -1.988], [-2.358, 4.159, -2.868], [-2.024, 4.463, -4.178], [-0.735, 4.207, -4.621], [0.202, 3.680, -3.753], [2.310, 1.456, 0.826], [2.985, 1.847, -0.700], [1.823, 2.938, -2.136], [-1.716, 3.415, -0.976], [-3.364, 4.347, -2.516], [-2.755, 4.911, -4.838], [-0.457, 4.421, -5.645], [1.209, 3.489, -4.109]],
  "atomic_forces_ev_per_a": [[0.86, 0.25, -1.70], [0.03, 0.04, 0.07], [0.11, -0.10, -0.11], [-0.17, -0.04, 0.00], [0.04, 0.16, -0.02], [0.14, -0.19, 0.06], [-0.18, -0.08, -0.07], [-0.10, 0.42, 0.15], [-0.28, -0.76, 0.52], [-0.13, -0.41, -0.40], [0.27, -0.24, 0.66], [-0.32, -0.16, -0.31], [1.44, -0.11, 0.88], [0.16, 0.10, 0.02], [-0.01, 0.05, -0.02], [-0.02, -0.03, -0.01], [0.06, 0.00, 0.03], [0.02, -0.03, 0.01], [-0.06, -0.07, -0.02], [-1.12, -0.15, 0.03], [-0.73, 0.88, 0.91], [-0.03, -0.05, -0.02], [0.06, -0.08, -0.02], [-0.02, -0.09, 0.03], [0.01, 0.02, 0.02], [-0.02, 0.01, 0.01], [0.01, 0.01, -0.02], [0.13, 0.00, 0.00], [-0.01, -0.01, 0.03], [0.00, 0.00, 0.00], [0.02, 0.02, -0.03], [0.00, 0.00, 0.01], [-0.02, 0.01, 0.02], [0.20, 0.15, 0.51], [0.11, -0.44, -1.46], [-0.08, 0.07, 0.25], [0.03, 0.08, 0.03], [-0.07, -0.02, -0.09], [0.06, -0.05, 0.03], [-0.05, 0.04, -0.04], [-0.04, 0.05, -0.04], [-0.28, 0.04, 0.27], [-0.04, -0.07, 0.08], [0.01, -0.11, -0.13], [-0.09, -0.06, -0.02], [0.02, -0.07, 0.04], [0.07, -0.08, -0.01], [0.00, -0.01, 0.03], [-0.02, -0.01, 0.04], [0.02, 0.01, -0.03], [0.00, -0.01, 0.03], [0.00, 0.00, 0.00], [0.01, 0.05, 0.01], [0.01, 0.05, 0.02], [0.01, 0.03, 0.02], [0.01, 0.02, 0.01], [0.01, 0.02, -0.03], [0.00, -0.03, -0.03], [0.08, 0.01, -0.02], [-0.32, 1.04, -0.42], [0.16, -0.02, 0.14], [-0.24, 0.12, -0.17], [0.12, -0.04, 0.11], [0.01, 0.00, -0.10], [-0.04, 0.00, -0.01], [-0.02, 0.03, 0.03], [0.13, 0.07, 0.06], [0.03, -0.06, 0.05], [-0.01, -0.05, -0.01], [0.00, -0.01, -0.02], [0.02, -0.04, 0.10], [0.02, -0.01, 0.06], [-0.01, -0.07, -0.03], [0.03, 0.02, 0.01], [-0.01, -0.02, 0.01]]
}